{"formula": "C63H98ClN12O4S", "method": "ωB97M-V with the def2-TZVPD basis set", "spin_multiplicity": 1, "charge": 1, "orbital_gap_ev": 6.73, "e_lumo_ha": -0.095, "total_energy_ha": -4275.38181, "symbols": ["C", "N", "C", "C", "C", "C", "C", "C", "S", "O", "O", "Cl", "C", "N", "C", "C", "C", "C", "C", "C", "C", "C", "C", "C", "C", "C", "C", "C", "C", "N", "C", "C", "C", "O", "C", "O", "H", "H", "H", "H", "H", "H", "H", "H", "H", "H", "H", "H", "H", "H", "H", "H", "H", "H", "H", "H", "H", "H", "H", "H", "H", "H", "H", "H", "H", "H", "H", "H", "H", "H", "H", "H", "H", "H", "H", "H", "H", "H", "H", "H", "H", "H", "H", "H", "H", "H", "H", "H", "H", "N", "C", "C", "C", "C", "H", "H", "H", "H", "H", "N", "C", "C", "C", "C", "H", "H", "H", "H", "H", "N", "C", "C", "C", "C", "H", "H", "H", "H", "H", "N", "C", "C", "C", "C", "H", "H", "H", "H", "H", "N", "C", "C", "C", "C", "H", "H", "H", "H", "H", "N", "C", "C", "C", "C", "H", "H", "H", "H", "H", "N", "C", "C", "C", "C", "H", "H", "H", "H", "H", "N", "C", "C", "C", "C", "H", "H", "H", "H", "H", "N", "C", "C", "C", "C", "H", "H", "H", "H", "H"], "positions_angstrom": [[-0.396, 2.918, 2.759], [-0.902, 1.965, 3.761], [-2.329, 1.707, 3.578], [-2.640, 0.378, 2.829], [-3.813, 0.640, 1.861], [-4.561, -0.614, 1.414], [-5.595, -0.296, 0.325], [-6.702, 0.634, 0.813], [-7.902, 0.927, -0.469], [-8.143, -0.318, -1.128], [-9.015, 1.639, 0.067], [-6.883, 2.169, -1.728], [-1.410, -0.107, 2.043], [-1.203, -1.620, 1.989], [0.200, -1.841, 1.497], [0.443, -3.183, 0.819], [1.470, -3.090, -0.323], [0.975, -2.243, -1.504], [2.880, -2.719, 0.164], [3.192, -1.218, 0.276], [3.615, -0.524, -0.995], [3.440, 0.795, -1.192], [2.303, 1.582, -0.583], [4.412, 1.562, -2.048], [-1.629, -2.358, 3.249], [-0.664, -3.373, 3.876], [-1.358, -4.744, 4.020], [-1.500, -5.540, 2.716], [-2.787, -5.275, 1.933], [-3.107, -6.355, 1.004], [-2.147, -6.378, -0.112], [-4.446, -6.107, 0.517], [-4.658, -5.173, -0.651], [-5.378, -6.626, 1.053], [-2.057, -1.338, 4.286], [-3.128, -0.590, 3.756], [0.654, 3.155, 2.923], [-0.947, 3.864, 2.787], [-0.536, 2.495, 1.762], [-0.754, 2.404, 4.660], [-2.837, 2.535, 3.073], [-2.797, 1.618, 4.558], [-3.457, 1.224, 1.010], [-4.514, 1.284, 2.398], [-3.868, -1.317, 0.936], [-5.050, -1.070, 2.272], [-5.068, 0.214, -0.487], [-6.028, -1.197, -0.103], [-6.328, 1.617, 1.094], [-7.247, 0.189, 1.645], [-1.542, 0.180, 1.001], [-0.477, 0.315, 2.402], [-1.815, -1.924, 1.234], [0.874, -1.696, 2.337], [0.373, -1.062, 0.759], [0.831, -3.925, 1.515], [-0.487, -3.592, 0.413], [1.535, -4.112, -0.710], [-0.010, -2.626, -1.783], [0.947, -1.178, -1.285], [1.631, -2.452, -2.348], [3.054, -3.163, 1.149], [3.619, -3.160, -0.507], [2.386, -0.639, 0.732], [4.045, -1.121, 0.955], [4.048, -1.149, -1.771], [2.091, 2.466, -1.179], [1.394, 0.977, -0.542], [2.520, 1.885, 0.446], [3.940, 2.058, -2.899], [5.156, 0.876, -2.452], [4.941, 2.291, -1.433], [-2.556, -2.872, 3.005], [-0.429, -3.059, 4.894], [0.276, -3.553, 3.366], [-2.309, -4.638, 4.545], [-0.711, -5.339, 4.666], [-1.551, -6.594, 2.998], [-0.615, -5.444, 2.087], [-3.598, -5.182, 2.658], [-2.719, -4.298, 1.414], [-1.887, -5.371, -0.465], [-2.575, -6.920, -0.952], [-1.253, -6.908, 0.208], [-5.705, -4.894, -0.678], [-4.006, -4.301, -0.586], [-4.398, -5.679, -1.581], [-2.417, -1.894, 5.151], [-1.227, -0.705, 4.618], [0.378, -4.167, -4.754], [-0.751, -3.628, -5.310], [-0.363, -2.688, -6.226], [1.058, -2.660, -6.227], [1.486, -3.583, -5.310], [0.390, -4.880, -4.050], [-1.730, -3.959, -5.009], [-1.021, -2.088, -6.831], [1.689, -2.032, -6.834], [2.478, -3.874, -5.006], [4.214, 3.334, 3.022], [4.058, 4.245, 4.031], [3.834, 5.468, 3.458], [3.857, 5.288, 2.047], [4.092, 3.962, 1.810], [4.397, 2.356, 3.150], [4.121, 3.947, 5.063], [3.675, 6.390, 3.993], [3.718, 6.046, 1.293], [4.184, 3.413, 0.889], [5.704, -6.782, -1.731], [4.408, -6.371, -1.859], [3.752, -6.692, -0.700], [4.693, -7.318, 0.162], [5.887, -7.357, -0.504], [6.415, -6.681, -2.431], [4.065, -5.890, -2.760], [2.711, -6.501, -0.489], [4.512, -7.697, 1.154], [6.848, -7.745, -0.211], [2.876, -6.994, 5.350], [3.826, -6.281, 6.028], [3.957, -5.063, 5.416], [3.048, -5.043, 4.323], [2.395, -6.248, 4.311], [2.580, -7.924, 5.582], [4.325, -6.698, 6.885], [4.627, -4.277, 5.718], [2.894, -4.234, 3.626], [1.634, -6.638, 3.655], [-4.930, 4.044, -4.286], [-5.439, 3.389, -5.377], [-4.928, 3.986, -6.497], [-4.076, 5.039, -6.067], [-4.097, 5.050, -4.699], [-5.138, 3.822, -3.332], [-6.118, 2.562, -5.262], [-5.142, 3.701, -7.513], [-3.514, 5.712, -6.692], [-3.595, 5.683, -3.988], [3.911, -3.007, -8.357], [3.244, -3.356, -9.500], [3.862, -2.735, -10.551], [4.947, -1.983, -10.022], [4.952, -2.172, -8.667], [3.670, -3.316, -7.435], [2.392, -4.013, -9.466], [3.571, -2.810, -11.585], [5.642, -1.374, -10.574], [5.602, -1.787, -7.900], [2.705, 8.864, 0.499], [3.839, 9.078, -0.238], [3.479, 9.138, -1.556], [2.070, 8.956, -1.618], [1.623, 8.790, -0.335], [2.672, 8.774, 1.497], [4.802, 9.170, 0.233], [4.148, 9.297, -2.385], [1.457, 8.950, -2.503], [0.633, 8.628, 0.055], [-11.385, 6.204, 1.832], [-11.611, 5.274, 2.809], [-11.108, 4.078, 2.372], [-10.554, 4.294, 1.079], [-10.741, 5.617, 0.777], [-11.655, 7.168, 1.880], [-12.109, 5.541, 3.725], [-11.136, 3.148, 2.916], [-10.079, 3.563, 0.450], [-10.473, 6.187, -0.096], [7.164, 9.313, 2.159], [7.793, 10.027, 1.175], [9.084, 10.240, 1.574], [9.242, 9.627, 2.847], [8.041, 9.062, 3.180], [6.207, 9.017, 2.138], [7.271, 10.322, 0.281], [9.834, 10.774, 1.016], [10.136, 9.604, 3.447], [7.737, 8.507, 4.050]], "lowdin_charge": [-0.101, -0.123, -0.135, -0.416, -0.123, -0.171, -0.233, -0.284, 0.347, -0.314, -0.322, 0.421, -0.021, 0.008, -0.104, -0.140, -0.355, -0.039, -0.149, -0.188, -0.095, -0.336, -0.058, -0.058, -0.190, -0.122, -0.169, -0.172, -0.212, -0.108, -0.070, -0.491, 0.003, 0.134, -0.128, -0.062, 0.079, 0.087, 0.073, 0.112, 0.121, 0.142, 0.136, 0.124, 0.105, 0.126, 0.103, 0.112, 0.097, 0.125, 0.144, 0.116, 0.154, 0.149, 0.102, 0.095, 0.104, 0.124, 0.081, 0.062, 0.082, 0.105, 0.114, 0.080, 0.122, 0.116, 0.087, 0.054, 0.061, 0.082, 0.077, 0.079, 0.136, 0.126, 0.085, 0.123, 0.109, 0.127, 0.088, 0.135, 0.097, 0.074, 0.094, 0.091, 0.091, 0.067, 0.088, 0.151, 0.148, -0.003, -0.142, -0.097, -0.109, -0.159, 0.137, 0.104, 0.096, 0.088, 0.099, 0.004, -0.143, -0.112, -0.103, -0.145, 0.141, 0.106, 0.088, 0.082, 0.090, 0.008, -0.150, -0.126, -0.108, -0.131, 0.147, 0.098, 0.075, 0.089, 0.111, 0.012, -0.128, -0.104, -0.121, -0.152, 0.148, 0.112, 0.092, 0.070, 0.100, -0.008, -0.146, -0.108, -0.109, -0.144, 0.093, 0.102, 0.092, 0.091, 0.103, -0.005, -0.143, -0.108, -0.111, -0.144, 0.116, 0.106, 0.091, 0.090, 0.102, -0.002, -0.143, -0.103, -0.108, -0.144, 0.138, 0.085, 0.093, 0.091, 0.103, -0.002, -0.145, -0.110, -0.110, -0.140, 0.142, 0.104, 0.087, 0.055, 0.104, -0.004, -0.146, -0.109, -0.110, -0.144, 0.121, 0.101, 0.091, 0.090, 0.103]}



{"formula": "C64H146BrN8O", "method": "ωB97M-V with the def2-TZVPD basis set", "spin_multiplicity": 2, "charge": 6, "orbital_gap_ev": [2.93, 7.57], "e_lumo_ha": [-0.365, -0.372], "s2": 0.751, "total_energy_ha": -5610.85976, "symbols": ["C", "C", "C", "N", "C", "C", "C", "C", "C", "H", "H", "H", "H", "H", "H", "H", "H", "H", "H", "H", "H", "H", "H", "H", "H", "H", "H", "C", "C", "C", "N", "C", "C", "C", "C", "C", "H", "H", "H", "H", "H", "H", "H", "H", "H", "H", "H", "H", "H", "H", "H", "H", "H", "H", "C", "C", "C", "N", "C", "C", "C", "C", "C", "H", "H", "H", "H", "H", "H", "H", "H", "H", "H", "H", "H", "H", "H", "H", "H", "H", "H", "C", "C", "C", "N", "C", "C", "C", "C", "C", "H", "H", "H", "H", "H", "H", "H", "H", "H", "H", "H", "H", "H", "H", "H", "H", "H", "H", "C", "N", "C", "C", "C", "C", "O", "H", "H", "H", "H", "H", "H", "H", "H", "H", "H", "H", "H", "H", "H", "C", "C", "C", "C", "N", "C", "C", "C", "C", "C", "H", "H", "H", "H", "H", "H", "H", "H", "H", "H", "H", "H", "H", "H", "H", "H", "H", "H", "H", "H", "C", "C", "C", "C", "N", "C", "C", "C", "C", "C", "H", "H", "H", "H", "H", "H", "H", "H", "H", "H", "H", "H", "H", "H", "H", "H", "H", "H", "H", "H", "C", "C", "C", "C", "N", "C", "C", "C", "C", "C", "H", "H", "H", "H", "H", "H", "H", "H", "H", "H", "H", "H", "H", "H", "H", "H", "H", "H", "H", "H", "Br"], "positions_angstrom": [[-1.506, -5.918, 5.756], [-3.008, -5.960, 5.365], [-3.312, -5.307, 3.939], [-4.795, -5.030, 3.659], [-5.150, -3.706, 4.459], [-5.078, -4.792, 2.214], [-6.516, -5.242, 1.935], [-6.521, -6.560, 2.749], [-5.824, -6.222, 4.012], [-1.087, -4.913, 5.707], [-0.845, -6.512, 5.125], [-1.407, -6.243, 6.792], [-3.574, -5.331, 6.052], [-3.454, -6.944, 5.513], [-2.945, -6.003, 3.185], [-2.760, -4.377, 3.802], [-4.999, -3.997, 5.499], [-6.203, -3.525, 4.244], [-4.581, -2.842, 4.115], [-4.807, -3.801, 1.851], [-4.533, -5.515, 1.607], [-7.243, -4.553, 2.364], [-6.730, -5.546, 0.911], [-7.571, -6.800, 2.916], [-6.166, -7.439, 2.210], [-6.416, -5.844, 4.846], [-5.075, -6.973, 4.261], [-5.769, 2.871, 3.119], [-4.741, 3.834, 2.474], [-3.501, 3.129, 1.796], [-2.510, 4.055, 1.192], [-2.993, 4.672, -0.132], [-1.268, 3.225, 0.659], [0.023, 4.004, 1.085], [-0.454, 5.318, 1.647], [-1.846, 5.075, 2.214], [-6.503, 3.534, 3.576], [-5.183, 2.358, 3.882], [-6.191, 2.061, 2.524], [-4.258, 4.478, 3.208], [-5.273, 4.512, 1.807], [-3.937, 2.488, 1.030], [-2.993, 2.544, 2.562], [-2.231, 5.311, -0.577], [-3.791, 5.239, 0.347], [-3.352, 3.859, -0.764], [-1.234, 2.964, -0.399], [-1.282, 2.258, 1.162], [0.637, 4.044, 0.185], [0.553, 3.374, 1.800], [-0.524, 6.006, 0.805], [0.128, 5.894, 2.366], [-2.367, 6.029, 2.128], [-1.790, 4.755, 3.254], [2.645, -7.884, -6.600], [2.671, -6.453, -5.956], [2.273, -6.359, -4.470], [3.414, -6.295, -3.433], [4.339, -7.550, -3.542], [2.650, -6.349, -2.056], [3.710, -5.696, -1.056], [4.837, -5.058, -1.948], [4.218, -4.985, -3.370], [2.691, -7.721, -7.677], [1.749, -8.491, -6.468], [3.501, -8.548, -6.483], [2.017, -5.731, -6.445], [3.618, -5.991, -6.236], [1.609, -7.110, -4.043], [1.844, -5.358, -4.527], [3.676, -8.414, -3.483], [5.044, -7.586, -2.711], [4.758, -7.610, -4.546], [2.469, -7.397, -1.819], [1.774, -5.712, -2.180], [4.118, -6.419, -0.349], [3.160, -5.024, -0.397], [5.724, -5.689, -1.900], [5.262, -4.076, -1.737], [4.984, -5.053, -4.142], [3.428, -4.261, -3.568], [1.202, 7.334, -5.564], [-0.049, 6.477, -5.381], [-0.169, 5.157, -6.178], [-1.617, 4.456, -6.074], [-2.213, 4.780, -4.659], [-2.584, 4.821, -7.188], [-3.611, 3.685, -7.215], [-2.863, 2.448, -6.675], [-1.479, 2.928, -6.279], [1.256, 7.866, -4.614], [1.174, 8.039, -6.395], [2.164, 6.874, -5.788], [-0.904, 7.105, -5.633], [-0.447, 6.492, -4.366], [0.461, 4.429, -5.667], [0.203, 5.206, -7.202], [-2.582, 5.803, -4.598], [-1.406, 4.632, -3.942], [-2.993, 4.035, -4.499], [-2.848, 5.851, -6.950], [-1.855, 4.960, -7.986], [-4.512, 3.922, -6.649], [-3.859, 3.697, -8.276], [-3.398, 2.122, -5.783], [-2.865, 1.839, -7.579], [-1.013, 2.500, -5.391], [-0.768, 2.728, -7.081], [4.697, 5.147, -4.874], [4.525, 3.630, -4.782], [5.777, 3.118, -3.976], [3.280, 3.254, -4.052], [4.555, 2.894, -6.175], [3.261, 3.059, -7.026], [2.249, 2.033, -6.729], [4.341, 5.608, -3.952], [4.116, 5.286, -5.786], [5.709, 5.414, -5.176], [5.707, 2.046, -3.788], [5.715, 3.585, -2.993], [6.670, 3.499, -4.471], [3.264, 2.173, -4.189], [2.385, 3.669, -4.515], [3.454, 3.517, -3.008], [4.859, 1.854, -6.052], [5.334, 3.374, -6.767], [3.554, 2.969, -8.072], [2.866, 4.074, -6.983], [1.679, 2.093, -7.500], [-2.405, -1.026, 2.547], [-2.523, -1.304, 1.072], [-1.078, -1.455, 0.451], [-0.837, -1.320, -1.130], [0.580, -1.556, -1.640], [0.675, -1.168, -3.078], [0.942, 0.327, -3.117], [1.309, 0.776, -1.697], [1.674, -0.585, -1.123], [1.142, -2.995, -1.447], [-3.392, -0.922, 2.999], [-1.828, -0.124, 2.747], [-2.097, -1.864, 3.173], [-2.938, -0.419, 0.590], [-3.119, -2.168, 0.777], [-0.588, -2.419, 0.584], [-0.427, -0.717, 0.919], [-1.261, -0.361, -1.427], [-1.414, -2.074, -1.666], [1.498, -1.687, -3.568], [-0.198, -1.546, -3.610], [1.735, 0.608, -3.811], [0.047, 0.832, -3.479], [2.171, 1.442, -1.735], [0.522, 1.261, -1.119], [2.599, -1.020, -1.501], [1.722, -0.561, -0.034], [0.277, -3.647, -1.326], [1.732, -2.932, -0.532], [1.751, -3.321, -2.290], [-0.933, -2.327, 8.074], [-1.957, -2.554, 7.022], [-2.665, -1.327, 6.542], [-3.825, -1.059, 7.534], [-4.482, 0.431, 7.444], [-5.621, 0.395, 8.439], [-5.882, 1.810, 8.933], [-4.622, 2.575, 8.406], [-3.622, 1.520, 8.037], [-5.014, 0.655, 6.026], [-0.035, -1.753, 7.843], [-0.644, -3.271, 8.537], [-1.380, -1.847, 8.944], [-2.587, -3.397, 7.307], [-1.277, -2.749, 6.193], [-2.893, -1.496, 5.490], [-2.012, -0.456, 6.592], [-3.460, -1.239, 8.546], [-4.676, -1.724, 7.387], [-6.470, -0.134, 8.005], [-5.385, -0.031, 9.414], [-6.771, 2.214, 8.448], [-5.887, 1.846, 10.022], [-4.921, 3.277, 7.628], [-4.206, 3.168, 9.220], [-2.833, 1.680, 7.302], [-3.060, 1.193, 8.911], [-5.663, -0.204, 5.849], [-4.019, 0.586, 5.587], [-5.597, 1.576, 6.005], [4.584, -2.104, 0.142], [6.008, -1.563, 0.426], [6.328, -0.138, -0.016], [5.520, 0.836, 0.994], [6.168, 2.232, 1.108], [5.221, 2.956, 2.199], [4.352, 3.908, 1.420], [5.264, 4.348, 0.250], [6.019, 3.057, -0.216], [7.608, 2.117, 1.684], [4.475, -3.160, 0.387], [4.365, -2.115, -0.926], [3.811, -1.623, 0.742], [6.880, -2.150, 0.140], [6.082, -1.853, 1.474], [6.252, 0.038, -1.089], [7.416, -0.119, 0.050], [5.443, 0.394, 1.988], [4.478, 0.966, 0.701], [5.797, 3.523, 2.930], [4.681, 2.261, 2.842], [3.890, 4.798, 1.847], [3.514, 3.368, 0.980], [6.098, 4.816, 0.773], [4.844, 4.938, -0.564], [6.942, 3.002, -0.792], [5.373, 2.415, -0.815], [8.306, 1.749, 0.932], [7.503, 1.471, 2.556], [8.010, 3.115, 1.858], [-2.949, 1.441, -2.641]], "mulliken_spin": [0.000, 0.000, -0.004, 0.000, -0.002, -0.001, 0.000, 0.000, 0.000, 0.000, 0.000, 0.000, 0.000, 0.000, 0.000, 0.002, 0.000, 0.000, 0.002, 0.001, 0.000, 0.000, 0.000, 0.000, 0.000, 0.000, 0.000, -0.001, 0.002, -0.007, -0.007, 0.006, -0.067, 0.082, 0.010, 0.002, 0.000, 0.000, 0.000, 0.000, 0.000, -0.002, 0.009, -0.001, 0.002, -0.001, -0.042, 0.156, 0.073, -0.048, -0.001, -0.001, 0.003, -0.004, 0.001, 0.001, -0.005, -0.022, 0.001, 0.002, -0.004, -0.031, 0.058, 0.000, 0.000, 0.000, -0.001, 0.000, 0.000, 0.009, 0.000, 0.000, 0.000, 0.000, 0.001, 0.000, 0.008, -0.002, 0.011, 0.009, 0.023, 0.004, -0.002, 0.001, 0.000, -0.026, 0.000, 0.000, 0.001, -0.007, -0.003, 0.000, -0.001, 0.001, 0.004, 0.017, 0.000, 0.000, 0.029, -0.001, 0.000, 0.000, 0.000, 0.000, 0.000, 0.000, 0.008, -0.002, 0.024, -0.273, 0.170, 0.019, 0.042, 0.000, -0.012, 0.002, 0.001, -0.001, -0.079, 0.026, 0.009, 0.370, 0.195, -0.162, -0.010, 0.006, 0.003, 0.006, 0.001, 0.024, 0.004, -0.030, 0.013, -0.249, 0.157, -0.012, -2.216, 0.557, -0.174, 0.004, 0.026, -0.009, -0.001, -0.006, -0.009, 0.063, -0.018, 0.012, -0.013, 0.021, 0.076, -0.007, 1.374, 0.227, 0.346, -0.124, -0.001, 0.000, 0.163, 0.000, -0.003, 0.001, 0.001, -0.001, 0.000, 0.000, 0.000, 0.000, -0.003, 0.000, 0.000, 0.000, 0.000, 0.001, 0.001, 0.001, 0.000, 0.000, 0.000, 0.000, 0.000, 0.000, 0.000, 0.000, 0.001, 0.000, 0.000, 0.002, 0.000, -0.007, -0.179, 0.090, -0.008, -0.227, 0.052, -0.083, 0.140, -0.010, 0.013, 0.011, 0.041, 0.075, -0.021, 0.014, -0.049, 0.016, 0.026, 0.174, 0.011, -0.014, -0.013, 0.119, 0.013, -0.067, 0.003, 0.099, 0.003, 0.008, -0.003, -0.002]}



Number 1: F_max 1.7 eV Å⁻¹. Number 2: F_max 3.9 eV Å⁻¹.